Entry 1:
{"formula": "C3H9NO2S", "method": "ωB97M-V with the def2-TZVPD basis set", "e_above_lowest_kcal_mol": 87.5, "spin_multiplicity": 1, "energy_ha": -723.0289, "gap_ev": [7.26, 6.63], "homo_ev": [-7.13, -6.82], "elements": ["C", "C", "C", "N", "O", "O", "S", "H", "H", "H", "H", "H", "H", "H", "H", "H"], "xyz": [[-1.1106, 0.7743, 0.6702], [1.3318, 1.1688, 0.1478], [0.2263, 0.1892, 0.5308], [0.5381, -1.0416, 1.1110], [-1.7198, -0.2415, -1.9135], [-0.1655, -2.0259, -1.3440], [-0.2762, -0.5474, -2.1676], [-1.6272, 0.4152, 1.5666], [-0.9510, 1.8831, 0.7138], [-1.7041, 0.5748, -0.3240], [1.0409, 1.7546, -0.7558], [2.3273, 0.6398, -0.0026], [1.4776, 1.8357, 1.0325], [-1.0304, -2.2803, -0.9738], [1.5576, -1.2752, 1.0837], [0.0849, -1.8236, 0.6248]], "forces_ev_per_a": [[-0.002, 0.543, -0.950], [0.909, -0.565, 0.740], [0.973, -0.313, -0.589], [1.195, 0.890, -0.937], [-0.795, 0.795, -0.630], [0.606, -1.026, -0.195], [-0.318, -0.760, 2.204], [-0.063, -0.007, -0.404], [-0.468, -0.886, 0.033], [0.462, -0.058, 1.113], [0.343, -0.429, 0.961], [-1.280, 0.636, -0.112], [-0.034, -0.108, -0.673], [-0.008, 0.444, -0.749], [-1.203, 0.572, -0.114], [-0.318, 0.271, 0.301]], "lowdin_charge": [-0.0719, -0.0951, -0.4236, 0.1016, -0.6637, -0.4721, 0.8442, 0.0908, 0.0991, 0.0787, 0.0827, 0.0949, 0.0888, 0.0500, 0.1182, 0.0772]}

Entry 2:
{"formula": "C3H9NO2S2", "method": "ωB97M-V with the def2-TZVPD basis set", "e_above_lowest_kcal_mol": 140.7, "spin_multiplicity": 1, "energy_ha": -1121.1213, "gap_ev": 5.12, "homo_ev": -8.54, "elements": ["N", "C", "C", "O", "C", "S", "S", "H", "H", "H", "H", "H", "H", "H", "H", "H", "O"], "xyz": [[-0.4764, -1.9520, 0.6579], [-0.6177, -1.4246, -0.6242], [-1.8236, -0.5032, -0.7808], [-2.6503, -0.3113, 0.1578], [-0.4649, 0.2213, -0.8098], [2.2313, -0.5013, -0.4042], [2.5078, 1.4259, 0.1353], [0.4619, -1.8718, 1.0149], [-1.1706, -1.5699, 1.2996], [0.0110, -1.9340, -1.3345], [-2.2419, -0.7171, -1.7757], [-0.0247, 0.3781, -1.7854], [-0.2659, 1.0811, -0.1866], [2.2249, 1.2128, 1.4245], [-3.1559, 1.1225, 0.7553], [-3.6077, 2.7114, 0.7279], [-3.4359, 1.9285, 1.2451]], "forces_ev_per_a": [[-0.399, 0.727, -0.500], [0.210, -1.521, 3.010], [0.512, -0.983, -1.119], [0.110, -0.420, 0.852], [0.947, 1.467, -1.991], [-1.280, 0.997, -0.238], [0.220, -0.750, -0.094], [0.122, -0.440, 0.180], [-0.092, -0.075, -0.114], [-0.344, 0.247, -0.613], [0.262, 0.566, -0.424], [-0.195, 0.127, -0.213], [-0.002, -0.592, 0.886], [0.002, 0.323, 0.241], [-0.179, 0.586, -0.402], [0.088, -0.287, -0.572], [0.018, 0.028, 1.111]], "lowdin_charge": [0.0952, -0.2525, -0.4989, -0.0644, -0.0373, 0.2149, 0.2722, 0.0424, 0.1029, 0.1148, 0.1741, 0.0706, 0.0760, -0.1861, -0.0323, 0.0087, -0.1004]}

Entry 3:
{"formula": "C3H9NO2S2", "method": "ωB97M-V with the def2-TZVPD basis set", "e_above_lowest_kcal_mol": 27.3, "spin_multiplicity": 2, "energy_ha": -1120.9601, "total_charge": 1, "gap_ev": [9.27, 4.50], "homo_ev": [-12.99, -12.87], "s2": 0.755, "elements": ["N", "C", "C", "O", "C", "S", "S", "H", "H", "H", "H", "H", "H", "H", "H", "H", "O"], "xyz": [[0.4264, -1.1674, 0.1312], [0.0935, 0.1994, -0.0967], [0.2735, 1.0350, 1.1195], [0.5445, 0.4738, 2.1439], [-1.3495, 0.4039, -0.6782], [-1.6086, -0.5013, -2.1997], [-2.8768, 0.7782, -3.2493], [0.9824, -1.2362, 1.0027], [-0.2063, -1.9460, -0.0357], [0.7818, 0.5679, -0.8799], [-0.0855, 2.0642, 1.2575], [-1.5133, 1.4790, -0.7472], [-2.0973, 0.0035, -0.0009], [-2.1947, 1.2258, -4.3210], [3.5718, -1.3523, 1.7582], [2.6067, -0.7885, 2.8250], [2.6512, -1.2390, 1.9708]], "forces_ev_per_a": [[-0.418, 0.972, 1.578], [-0.891, 0.033, -2.533], [-0.795, -0.322, 2.448], [0.555, -0.244, 0.527], [0.337, 0.015, 0.483], [-0.132, 0.331, -1.159], [-0.410, -0.256, 0.351], [0.762, -0.474, 0.015], [0.074, -0.020, -0.682], [-0.043, -0.024, -0.109], [0.284, 0.307, -1.235], [-0.026, -0.066, -0.392], [0.146, 0.111, 0.560], [0.593, -0.238, 0.283], [0.583, -0.132, -0.021], [0.075, -0.102, -0.174], [-0.696, 0.108, 0.062]], "lowdin_charge": [0.3563, -0.3417, -0.1696, 0.0900, -0.5219, 0.4821, 0.3944, 0.1039, 0.1641, 0.1892, 0.1611, 0.0873, 0.0871, -0.1680, 0.0595, 0.0673, -0.0411]}

Entry 4:
{"formula": "C3H9NO3", "method": "ωB97M-V with the def2-TZVPD basis set", "e_above_lowest_kcal_mol": 37.6, "spin_multiplicity": 1, "energy_ha": -400.1616, "gap_ev": 10.85, "homo_ev": -10.37, "elements": ["C", "C", "N", "C", "O", "O", "H", "H", "H", "H", "H", "H", "H", "O", "H", "H"], "xyz": [[0.6381, 1.5467, -1.2914], [0.2372, 0.0878, -1.2401], [1.3463, -0.8528, -1.0299], [-0.9145, 0.0537, -0.2414], [-1.8776, 0.8233, -0.2447], [-0.8711, -1.1867, 0.5484], [-0.1225, 2.2294, -1.6302], [1.0676, 1.8026, -0.3516], [1.4800, 1.7413, -2.0051], [-0.1332, -0.2179, -2.2443], [2.1122, -0.5865, -1.6395], [1.6617, -0.6896, -0.1018], [-0.6632, -1.8339, -0.0647], [0.7184, -0.2426, 2.9797], [1.5464, -0.8014, 3.0190], [0.1049, -0.9559, 2.5981]], "forces_ev_per_a": [[1.780, 0.339, -1.613], [-0.068, 0.566, -1.509], [-0.825, 0.220, 0.192], [-2.811, -1.410, -0.197], [3.469, -2.427, 0.735], [-1.588, 4.620, 1.116], [-0.570, 0.064, 0.394], [-0.043, 0.591, 0.996], [-0.548, -0.575, 0.301], [-0.501, 0.373, 0.660], [-0.125, -0.051, -0.085], [0.632, -0.106, 1.024], [1.173, -2.257, -1.919], [0.271, -2.940, -0.911], [-1.039, 1.204, 0.178], [0.792, 1.789, 0.636]], "lowdin_charge": [-0.0634, -0.3755, 0.0487, -0.3402, 0.1185, 0.0349, 0.0795, 0.0775, 0.0932, 0.1595, 0.0814, 0.0576, 0.0442, -0.1166, 0.0524, 0.0484]}

What did the third record say?
{"formula": "C3H9NO2S2", "method": "ωB97M-V with the def2-TZVPD basis set", "e_above_lowest_kcal_mol": 27.3, "spin_multiplicity": 2, "energy_ha": -1120.9601, "total_charge": 1, "gap_ev": [9.27, 4.50], "homo_ev": [-12.99, -12.87], "s2": 0.755, "elements": ["N", "C", "C", "O", "C", "S", "S", "H", "H", "H", "H", "H", "H", "H", "H", "H", "O"], "xyz": [[0.4264, -1.1674, 0.1312], [0.0935, 0.1994, -0.0967], [0.2735, 1.0350, 1.1195], [0.5445, 0.4738, 2.1439], [-1.3495, 0.4039, -0.6782], [-1.6086, -0.5013, -2.1997], [-2.8768, 0.7782, -3.2493], [0.9824, -1.2362, 1.0027], [-0.2063, -1.9460, -0.0357], [0.7818, 0.5679, -0.8799], [-0.0855, 2.0642, 1.2575], [-1.5133, 1.4790, -0.7472], [-2.0973, 0.0035, -0.0009], [-2.1947, 1.2258, -4.3210], [3.5718, -1.3523, 1.7582], [2.6067, -0.7885, 2.8250], [2.6512, -1.2390, 1.9708]], "forces_ev_per_a": [[-0.418, 0.972, 1.578], [-0.891, 0.033, -2.533], [-0.795, -0.322, 2.448], [0.555, -0.244, 0.527], [0.337, 0.015, 0.483], [-0.132, 0.331, -1.159], [-0.410, -0.256, 0.351], [0.762, -0.474, 0.015], [0.074, -0.020, -0.682], [-0.043, -0.024, -0.109], [0.284, 0.307, -1.235], [-0.026, -0.066, -0.392], [0.146, 0.111, 0.560], [0.593, -0.238, 0.283], [0.583, -0.132, -0.021], [0.075, -0.102, -0.174], [-0.696, 0.108, 0.062]], "lowdin_charge": [0.3563, -0.3417, -0.1696, 0.0900, -0.5219, 0.4821, 0.3944, 0.1039, 0.1641, 0.1892, 0.1611, 0.0873, 0.0871, -0.1680, 0.0595, 0.0673, -0.0411]}

Please write out number 3 again, unchanged.
{"formula": "C3H9NO2S2", "method": "ωB97M-V with the def2-TZVPD basis set", "e_above_lowest_kcal_mol": 27.3, "spin_multiplicity": 2, "energy_ha": -1120.9601, "total_charge": 1, "gap_ev": [9.27, 4.50], "homo_ev": [-12.99, -12.87], "s2": 0.755, "elements": ["N", "C", "C", "O", "C", "S", "S", "H", "H", "H", "H", "H", "H", "H", "H", "H", "O"], "xyz": [[0.4264, -1.1674, 0.1312], [0.0935, 0.1994, -0.0967], [0.2735, 1.0350, 1.1195], [0.5445, 0.4738, 2.1439], [-1.3495, 0.4039, -0.6782], [-1.6086, -0.5013, -2.1997], [-2.8768, 0.7782, -3.2493], [0.9824, -1.2362, 1.0027], [-0.2063, -1.9460, -0.0357], [0.7818, 0.5679, -0.8799], [-0.0855, 2.0642, 1.2575], [-1.5133, 1.4790, -0.7472], [-2.0973, 0.0035, -0.0009], [-2.1947, 1.2258, -4.3210], [3.5718, -1.3523, 1.7582], [2.6067, -0.7885, 2.8250], [2.6512, -1.2390, 1.9708]], "forces_ev_per_a": [[-0.418, 0.972, 1.578], [-0.891, 0.033, -2.533], [-0.795, -0.322, 2.448], [0.555, -0.244, 0.527], [0.337, 0.015, 0.483], [-0.132, 0.331, -1.159], [-0.410, -0.256, 0.351], [0.762, -0.474, 0.015], [0.074, -0.020, -0.682], [-0.043, -0.024, -0.109], [0.284, 0.307, -1.235], [-0.026, -0.066, -0.392], [0.146, 0.111, 0.560], [0.593, -0.238, 0.283], [0.583, -0.132, -0.021], [0.075, -0.102, -0.174], [-0.696, 0.108, 0.062]], "lowdin_charge": [0.3563, -0.3417, -0.1696, 0.0900, -0.5219, 0.4821, 0.3944, 0.1039, 0.1641, 0.1892, 0.1611, 0.0873, 0.0871, -0.1680, 0.0595, 0.0673, -0.0411]}